DFT (wB97M-V/def2-TZVPD) results for a 11-piece molecular cluster, C54H138N8O22 overall.

The geometry in XYZ format:
```
222
Properties=species:S:1:pos:R:3:mulliken_charge:R:1
C 1.709 -4.901 1.118 -0.448
O 1.155 -3.911 0.304 -0.226
C 1.147 -2.624 0.928 0.236
C 0.209 -1.655 0.218 -0.544
N 0.080 -0.450 1.065 1.758
C -0.844 0.451 0.383 0.504
C -0.664 1.909 0.933 -1.467
O 0.613 2.291 0.474 0.037
C 0.781 3.646 0.359 -1.351
H 1.500 -5.850 0.626 -0.048
H 1.273 -4.922 2.117 0.114
H 2.774 -4.793 1.324 0.423
H 2.149 -2.196 0.938 0.106
H 0.876 -2.697 1.982 -0.582
H -0.727 -2.153 -0.036 0.678
H 0.637 -1.354 -0.738 -0.250
H 1.007 -0.048 1.081 -0.862
H -1.816 0.026 0.633 0.561
H -0.715 0.513 -0.698 -0.465
H -0.745 1.862 2.019 0.209
H -1.418 2.562 0.493 0.541
H 0.279 3.978 -0.550 0.205
H 1.827 3.949 0.317 0.372
H 0.359 4.093 1.259 0.538
C 4.725 -8.594 -1.278 -0.641
O 3.745 -9.628 -1.223 -0.410
C 2.423 -9.044 -1.112 -0.213
C 1.471 -9.829 -0.264 -0.389
N 0.079 -9.460 -0.431 -0.173
C -0.941 -10.109 0.407 -0.592
C -1.044 -9.251 1.690 -0.660
O -1.229 -7.872 1.452 -0.275
C -1.390 -7.104 2.666 -0.849
H 4.734 -8.091 -0.311 0.230
H 4.698 -7.845 -2.069 0.314
H 5.704 -9.060 -1.398 0.282
H 1.941 -9.032 -2.089 0.218
H 2.489 -7.979 -0.892 0.093
H 1.861 -9.688 0.744 0.278
H 1.683 -10.892 -0.379 0.406
H -0.017 -8.586 0.066 0.006
H -0.658 -11.122 0.694 0.354
H -1.869 -10.117 -0.165 0.351
H -0.127 -9.319 2.274 0.326
H -1.846 -9.573 2.354 0.460
H -1.805 -6.160 2.312 0.209
H -0.451 -6.837 3.152 0.314
H -2.089 -7.476 3.415 0.384
C 3.729 -1.007 3.525 -0.565
O 4.308 -0.656 2.303 -0.432
C 3.682 0.545 1.764 0.303
C 3.837 0.491 0.206 -0.467
N 3.170 1.601 -0.442 0.184
C 3.131 1.695 -1.922 -0.766
C 2.244 0.549 -2.445 0.486
O 2.974 -0.683 -2.610 -0.228
C 4.070 -0.733 -3.477 -0.939
H 3.942 -1.992 3.942 0.121
H 2.640 -0.970 3.563 0.137
H 3.915 -0.233 4.269 0.423
H 4.238 1.413 2.118 0.185
H 2.637 0.713 2.025 -0.075
H 3.313 -0.405 -0.128 0.134
H 4.888 0.606 -0.058 0.499
H 2.292 1.886 -0.031 -0.042
H 4.149 1.715 -2.312 0.496
H 2.602 2.624 -2.136 0.142
H 1.806 0.873 -3.389 0.586
H 1.339 0.348 -1.870 -0.764
H 4.271 -1.796 -3.612 0.237
H 4.983 -0.326 -3.042 0.313
H 3.963 -0.224 -4.434 0.356
C -3.846 -0.666 -2.023 -0.223
O -2.466 -0.150 -2.240 -0.125
C -2.211 0.622 -3.447 -0.450
C -2.271 -0.181 -4.755 -0.861
N -3.574 -0.237 -5.354 -0.132
C -3.645 -0.716 -6.705 -0.589
C -5.059 -0.789 -7.181 -0.839
O -5.936 -1.450 -6.291 -0.222
C -7.327 -1.459 -6.609 -0.953
H -4.037 -1.450 -2.755 -0.613
H -4.592 0.129 -2.044 0.396
H -3.849 -1.230 -1.090 0.201
H -1.200 1.006 -3.305 0.232
H -2.743 1.573 -3.473 0.373
H -1.982 -1.225 -4.636 0.227
H -1.553 0.187 -5.488 0.627
H -4.172 -0.792 -4.758 0.142
H -3.101 -1.654 -6.813 0.356
H -3.137 0.025 -7.323 0.423
H -5.096 -1.260 -8.164 0.443
H -5.322 0.264 -7.279 0.512
H -7.506 -1.586 -7.676 0.383
H -7.823 -0.573 -6.213 0.281
H -7.831 -2.298 -6.128 0.264
C 1.852 6.969 -3.641 -0.578
O 2.513 7.279 -2.446 -0.370
C 1.677 7.334 -1.298 -0.094
C 2.334 8.165 -0.131 -0.944
N 2.495 9.527 -0.598 -0.217
C 2.437 10.657 0.355 -0.726
C 3.370 11.791 -0.123 -0.616
O 4.695 11.291 -0.383 -0.328
C 5.620 12.258 -0.908 -0.753
H 2.495 7.159 -4.501 0.311
H 0.936 7.530 -3.823 0.202
H 1.591 5.911 -3.619 0.224
H 1.409 6.333 -0.963 0.017
H 0.678 7.754 -1.419 0.307
H 3.284 7.855 0.304 0.521
H 1.682 8.188 0.742 0.451
H 3.381 9.657 -1.065 0.262
H 2.711 10.318 1.354 0.355
H 1.386 10.931 0.448 0.333
H 3.361 12.656 0.540 0.487
H 2.950 12.255 -1.015 0.346
H 5.567 13.209 -0.378 0.289
H 5.417 12.401 -1.970 0.319
H 6.658 11.928 -0.864 0.233
C -4.100 -5.749 -9.160 -0.726
O -3.917 -5.513 -7.768 -0.323
C -4.715 -4.448 -7.177 -0.369
C -4.558 -4.482 -5.653 -0.935
N -3.221 -4.334 -5.113 -0.181
C -3.301 -4.340 -3.665 0.300
C -2.005 -4.640 -3.012 -0.611
O -1.707 -6.003 -3.097 -0.389
C -0.576 -6.351 -2.328 -0.651
H -3.276 -6.373 -9.509 0.230
H -4.052 -4.790 -9.675 0.278
H -5.051 -6.261 -9.307 0.272
H -5.789 -4.486 -7.357 0.398
H -4.382 -3.497 -7.594 0.057
H -5.131 -5.343 -5.307 0.427
H -5.123 -3.599 -5.356 0.468
H -2.664 -5.112 -5.434 0.256
H -3.938 -5.169 -3.355 0.424
H -3.650 -3.326 -3.470 -0.437
H -2.053 -4.286 -1.982 0.431
H -1.203 -4.040 -3.442 0.355
H -0.532 -7.431 -2.189 0.357
H -0.615 -5.926 -1.325 0.195
H 0.346 -5.994 -2.787 0.298
C -9.487 0.705 6.634 -0.738
O -8.110 0.453 6.418 -0.315
C -7.328 1.571 6.810 -0.702
C -5.964 1.615 6.220 -0.526
N -5.989 1.830 4.732 -0.407
C -4.628 1.577 4.252 -0.347
C -4.533 1.529 2.699 -0.116
O -5.162 0.379 2.170 -0.334
C -5.736 0.579 0.923 -0.645
H -9.853 1.470 5.949 0.317
H -9.732 1.048 7.639 0.307
H -9.947 -0.266 6.446 0.243
H -7.201 1.488 7.890 0.406
H -7.859 2.513 6.670 0.427
H -5.509 0.666 6.502 0.297
H -5.276 2.341 6.655 0.358
H -6.618 1.199 4.256 0.295
H -4.301 0.637 4.696 0.019
H -3.826 2.252 4.553 0.306
H -3.457 1.433 2.558 -0.040
H -4.797 2.497 2.272 0.486
H -4.927 0.653 0.197 0.140
H -6.443 1.408 0.924 0.383
H -6.367 -0.273 0.668 0.281
C 8.418 5.601 5.876 -0.738
O 7.942 4.470 5.113 -0.362
C 7.841 4.667 3.711 -0.520
C 6.786 5.682 3.196 -0.702
N 5.432 5.367 3.576 -0.251
C 4.848 4.262 2.803 -1.228
C 3.297 4.221 2.930 0.705
O 2.897 4.009 4.290 -0.456
C 1.512 3.840 4.523 -0.561
H 8.693 5.317 6.892 0.277
H 7.588 6.284 6.059 0.286
H 9.267 6.149 5.469 0.319
H 7.575 3.676 3.343 0.339
H 8.753 5.058 3.261 0.375
H 6.804 5.777 2.111 0.406
H 7.045 6.608 3.709 0.406
H 5.329 5.049 4.529 0.324
H 5.337 3.311 3.014 0.555
H 5.001 4.448 1.740 0.357
H 2.919 3.357 2.383 -0.651
H 2.814 5.058 2.427 0.456
H 1.298 3.915 5.589 0.294
H 1.209 2.862 4.148 0.117
H 0.988 4.638 3.997 0.280
O -4.008 4.096 -2.127 -0.461
C -2.890 4.962 -2.065 -0.061
C -2.585 5.654 -3.416 -0.480
O -1.351 6.358 -3.393 -0.413
H -4.712 4.742 -2.227 0.295
H -2.948 5.749 -1.313 0.441
H -2.041 4.335 -1.794 -0.220
H -3.414 6.346 -3.570 0.304
H -2.649 4.949 -4.245 0.350
H -1.190 6.730 -4.263 0.274
O 5.689 -5.686 2.121 -0.446
C 6.272 -4.977 3.209 -0.603
C 5.145 -4.662 4.213 0.421
O 4.675 -5.827 4.890 -0.554
H 5.811 -6.607 2.366 0.279
H 7.134 -5.435 3.695 0.315
H 6.671 -4.034 2.838 0.294
H 4.340 -4.208 3.634 -0.354
H 5.498 -3.953 4.961 0.328
H 3.734 -5.697 5.030 0.321
O -0.980 -0.428 3.838 -0.666
C -1.892 -1.512 3.847 0.064
C -1.162 -2.773 4.419 -0.174
O -1.060 -2.833 5.859 -0.597
H -0.712 -0.411 2.917 0.037
H -2.825 -1.293 4.368 0.118
H -2.221 -1.635 2.815 0.174
H -0.139 -2.814 4.045 -0.097
H -1.603 -3.702 4.058 0.251
H -1.786 -3.408 6.112 0.348
```

Calculated values
Calculated total energy, a.u.: -4232.9631
SMILES: COCCNCCOC.COCCNCCOC.COCCNCCOC.COCCNCCOC.COCCNCCOC.COCCNCCOC.COCCNCCOC.COCCNCCOC.OCCO.OCCO.OCCO
Molecular weight, g/mol: 1251.73